A structure of composition C54H58BIrN8P2Te. Source: the Open Molecules 2025 dataset; level of theory: the ωB97M-V functional and the def2-TZVPD basis.

Geometry (Å):
Ir1 0.31650 -0.25993 0.47954
Te1 -3.10397 -1.00043 -2.70441
P1 0.02008 0.01309 -2.04040
P2 -1.89345 0.23555 -0.03779
N1 1.24126 0.44655 3.32467
N2 0.24082 -0.19193 2.63252
N3 3.01797 0.47782 1.58003
N4 0.77111 2.06493 0.58871
N5 1.29003 2.36985 1.83406
N6 -5.41408 2.01580 -5.81809
N7 2.47357 -3.67909 3.02319
N8 2.42279 -0.41912 0.74803
C1 -0.56484 -0.78987 -6.01731
C2 -0.74447 -0.33623 -4.72141
C3 -2.61513 4.18051 0.75539
C4 1.99247 0.87212 5.66580
C5 -0.15592 -5.12379 -0.23633
C6 -4.33865 1.61884 -3.70445
C7 -4.04424 0.31034 -4.06130
C8 1.20808 -3.05524 2.63889
C9 0.16499 -2.33248 0.31864
C10 3.38390 -1.00027 0.03292
C11 -5.12520 0.75724 -6.14948
C12 0.03854 4.12236 1.28893
C13 -2.37920 1.78914 0.74031
C14 -2.17145 1.86425 2.14627
C15 4.35299 0.45958 1.39253
C16 1.33119 4.14347 3.54718
C17 -1.73971 4.20553 1.91046
C18 -5.73241 -2.24605 0.76255
C19 0.40122 -4.67871 0.94627
C20 -1.94186 3.04960 2.75597
C21 3.20035 3.11300 -3.48267
C22 3.33827 2.46234 -2.26911
C23 -0.08627 -0.43455 4.83198
C24 1.05596 2.05843 -3.78102
C25 3.65980 -3.15253 2.40191
C26 -4.44834 -0.12622 -5.31706
C27 -5.77537 -0.86592 0.62543
C28 -0.29274 3.52299 -1.16995
C29 -4.50816 -2.89824 0.74616
C30 -1.73195 -1.57272 3.20713
C31 -0.40770 -2.83573 -0.86825
C32 0.92284 3.54130 2.25161
C33 2.04697 2.90728 -4.23679
C34 -0.56624 -4.17786 -1.15963
C35 1.18049 1.38474 -2.56129
C36 1.26340 -2.16985 -5.29955
C37 3.11168 -1.99460 -1.03788
C38 1.09089 -1.70456 -3.99918
C39 0.11908 3.15611 0.20849
C40 -0.56023 -0.73766 3.55130
C41 0.43723 -1.70949 -6.31064
C42 -1.75966 0.36944 -1.80456
C43 1.05608 0.30803 4.64668
C44 -5.01648 2.42313 -4.60789
C45 -2.80135 2.97554 0.12540
C46 0.08352 -0.79306 -3.69715
C47 -3.36917 -0.79226 0.39217
C48 4.62239 -0.46911 0.41025
C49 -3.33616 -2.17720 0.56772
C50 5.30399 1.33833 2.13866
C51 -4.60298 -0.14552 0.44513
C52 2.33860 1.59594 -1.82441
C53 0.59933 -3.32079 1.24794
C54 2.53090 -5.10990 3.21566
B1 2.20894 1.33662 2.55984
H1 -4.23867 -1.13703 -5.65116
H2 -2.39436 -2.70586 0.54276
H3 0.95105 5.16098 3.61528
H4 -6.72525 -0.34585 0.65271
H5 -6.64930 -2.81030 0.87875
H6 2.97070 1.91774 3.27960
H7 2.04878 -2.88246 -5.51937
H8 5.24943 1.16668 3.21441
H9 -4.46154 -3.97487 0.86060
H10 2.71514 -5.67934 2.29137
H11 0.28574 5.13968 1.00647
H12 2.99595 0.45975 5.54688
H13 -1.20721 -0.41228 -6.80377
H14 0.60917 3.76206 -1.74002
H15 3.98324 3.76584 -3.84874
H16 -5.44877 0.43917 -7.13586
H17 -1.64658 -2.55435 3.67686
H18 1.35533 -1.99419 2.75107
H19 2.69626 -2.91978 -0.63660
H20 1.60081 -5.46505 3.66317
H21 1.63256 0.61879 6.66083
H22 2.07228 1.95739 5.59250
H23 2.38109 -1.59229 -1.73508
H24 4.53476 -3.44244 2.99117
H25 -2.65935 -1.11611 3.56015
H26 5.08979 2.39344 1.96161
H27 3.61270 -2.06503 2.38261
H28 0.68129 -5.41476 1.68488
H29 0.92568 3.57299 4.38710
H30 2.41589 4.16387 3.65156
H31 -0.84263 2.73875 -1.68450
H32 -1.50682 0.39836 -4.51499
H33 1.92676 3.40430 -5.19229
H34 -0.52366 -0.73513 5.77126
H35 -1.79431 3.12702 3.82999
H36 3.34534 -5.34491 3.90768
H37 0.47683 -3.37463 3.38707
H38 -3.27823 2.93175 -0.84986
H39 1.75194 -2.05605 -3.21968
H40 2.46342 1.08903 -0.88615
H41 3.82080 -3.51349 1.37154
H42 5.59023 -0.73597 0.01486
H43 -5.26482 3.44708 -4.34718
H44 -1.81414 5.13344 2.46873
H45 -0.27403 -6.18395 -0.42538
H46 0.57647 -2.05536 -7.32760
H47 -1.79047 -1.70317 2.14354
H48 -2.96741 5.11134 0.32769
H49 -1.03379 -4.46751 -2.09436
H50 0.16474 1.93290 -4.38483
H51 -4.64443 0.93100 0.33667
H52 4.03323 -2.21544 -1.57562
H53 -0.91852 4.41008 -1.12594
H54 -2.20608 0.95317 2.72883
H55 6.31902 1.13045 1.80630
H56 -4.04505 2.00157 -2.73412
H57 4.22534 2.60691 -1.66303
H58 -0.77719 -2.15679 -1.61868

Relative energy (zero: lowest compared OMol25 entry of this formula, charge and spin) ... 100.2 kcal/mol
Total energy ... -3610.4815 hartree
Multiplicity ... 1
Kohn-Sham gap ... 6.80 eV

---

A cluster of 2 separate species, CHN2O2P in total. Source: the Open Molecules 2025 dataset; level of theory: the ωB97M-V functional and the def2-TZVPD basis.

Geometry (Å):
P1 -0.16053 0.28485 0.94316
O1 1.14484 1.27456 -0.80468
O2 1.62089 -0.79653 -0.72144
N1 1.01126 0.15360 -0.40443
N2 -2.35009 0.59971 -0.94445
C1 -1.43960 0.40532 -0.27126
H1 0.17323 -1.92150 2.20310

Relative energy (zero: lowest compared OMol25 entry of this formula, charge and spin) ... 85.1 kcal/mol
Total energy ... -639.7714 hartree
<S²> ... 2.009
Multiplicity ... 3
Kohn-Sham gap (alpha / beta) ... 8.72 / 8.31 eV

---

An isolated molecule of C7H9N. Source: the Open Molecules 2025 dataset; level of theory: the ωB97M-V functional and the def2-TZVPD basis.

Geometry (Å):
N1 0.61286 0.39274 -0.99707
C1 -0.31339 -1.28240 0.54488
C2 -1.36676 1.06010 0.23173
C3 -0.27501 -0.73212 -0.90498
C4 0.80544 -0.25404 1.02778
C5 1.82751 -0.01140 -0.09182
C6 -1.49420 -0.40388 -0.04539
C7 0.09442 1.08219 0.13681
H1 -1.43528 1.79031 -0.69048
H2 0.80349 0.01922 2.09823
H3 2.43779 0.79095 0.16112
H4 -0.46561 -2.26365 0.99671
H5 -2.21264 -1.13201 -0.29040
H6 2.31706 -0.89615 -0.52241
H7 -0.50844 -1.46340 -1.54289
H8 0.69020 2.06580 0.27345
H9 -1.58471 1.58910 1.10210

Relative energy (zero: lowest compared OMol25 entry of this formula, charge and spin) ... 116.9 kcal/mol
Structure (SMILES) ... C1[C@@H]2[C@@H]3[C@H]4CN([C@H]23)[C@@H]14
Total energy ... -326.7047 hartree
Multiplicity ... 1
Kohn-Sham gap ... 9.28 eV